196
Properties=species:S:1:pos:R:3 method="wB97M-V/def2-TZVPD" orbital_gap_ev=8.5 e_above_lowest_ev=5.873 e_tot_ha=-3939.86572 lumo_ev=-0.1980
C -21.12 -2.12 14.11
O -20.32 -2.97 14.02
N -20.98 -0.82 14.04
N -22.37 -2.39 14.28
H -21.76 -0.35 14.46
H -20.14 -0.29 13.83
H -22.81 -3.30 14.32
H -22.98 -1.60 14.45
C -20.54 -6.27 22.78
O -19.74 -6.90 22.11
N -21.80 -6.15 22.49
N -20.18 -5.64 23.90
H -22.30 -6.86 21.99
H -22.33 -5.33 22.75
H -20.91 -5.23 24.47
H -19.34 -6.11 24.21
C -17.16 -6.86 26.64
O -17.46 -5.75 26.39
N -17.44 -7.91 25.91
N -16.42 -7.10 27.68
H -17.59 -8.81 26.34
H -17.90 -7.79 25.02
H -16.01 -6.39 28.26
H -16.20 -8.03 28.00
C -13.63 -1.35 18.07
O -14.47 -2.20 18.03
N -13.81 -0.06 17.68
N -12.40 -1.53 18.41
H -13.14 0.67 17.88
H -14.79 0.15 17.50
H -11.78 -0.76 18.59
H -12.27 -2.45 18.81
C -18.50 -6.74 18.55
O -18.75 -7.94 18.61
N -18.68 -5.94 19.53
N -17.99 -6.02 17.54
H -18.93 -6.37 20.41
H -18.31 -5.00 19.46
H -17.82 -6.48 16.66
H -17.93 -5.02 17.45
C -14.18 -6.31 19.19
O -13.12 -6.85 19.52
N -14.39 -4.97 19.15
N -15.20 -6.99 18.83
H -13.58 -4.38 19.09
H -15.32 -4.62 18.95
H -16.11 -6.57 18.74
H -15.06 -7.97 18.60
C -22.05 -9.55 16.64
O -23.28 -9.75 16.63
N -21.08 -10.44 16.47
N -21.59 -8.45 17.04
H -21.21 -11.31 15.97
H -20.17 -10.03 16.40
H -20.62 -8.45 17.33
H -22.08 -7.57 17.07
C -18.23 -10.87 13.43
O -17.12 -10.90 12.97
N -18.54 -10.76 14.69
N -19.25 -11.23 12.76
H -17.82 -10.60 15.38
H -19.52 -10.77 14.96
H -19.29 -11.27 11.75
H -20.14 -11.35 13.23
C -21.51 -4.57 17.18
C -22.07 -4.34 18.56
C -22.29 -2.83 18.89
O -23.32 -4.95 18.64
H -20.69 -3.89 16.96
H -22.18 -4.39 16.33
H -21.11 -5.58 17.14
H -21.43 -4.77 19.33
H -22.51 -2.66 19.94
H -23.07 -2.50 18.19
H -21.46 -2.16 18.70
H -23.85 -4.20 18.91
C -20.06 -6.63 14.10
C -18.55 -6.85 13.88
C -18.38 -7.70 12.63
O -18.09 -5.54 13.72
H -20.61 -7.57 14.15
H -20.55 -6.20 13.22
H -20.39 -5.95 14.89
H -18.10 -7.39 14.71
H -18.93 -8.63 12.47
H -17.35 -8.04 12.54
H -18.68 -7.22 11.70
H -18.87 -5.05 13.45
C -22.19 -8.50 20.19
C -23.67 -8.23 19.90
C -24.60 -9.35 20.50
O -24.06 -7.10 20.64
H -21.56 -7.75 19.70
H -21.73 -9.28 19.59
H -21.81 -8.39 21.21
H -23.87 -8.03 18.85
H -24.02 -10.27 20.42
H -25.50 -9.44 19.91
H -25.00 -9.18 21.50
H -23.72 -6.35 20.15
C -15.17 -7.19 22.57
C -13.77 -6.74 23.01
C -13.42 -7.43 24.35
O -12.93 -7.23 22.08
H -15.59 -6.72 21.69
H -15.96 -6.99 23.30
H -15.16 -8.28 22.49
H -13.65 -5.66 22.95
H -13.74 -6.69 25.08
H -12.36 -7.66 24.39
H -13.89 -8.40 24.54
H -13.16 -6.92 21.20
C -21.86 -13.42 18.47
C -21.04 -13.77 17.20
C -19.55 -13.55 17.42
O -21.17 -15.13 16.95
H -21.89 -12.35 18.66
H -21.59 -13.90 19.41
H -22.87 -13.74 18.25
H -21.53 -13.20 16.41
H -19.04 -14.30 18.02
H -19.27 -12.55 17.76
H -19.12 -13.61 16.42
H -20.48 -15.46 16.38
C -19.86 -2.53 21.42
C -18.71 -2.26 22.46
C -17.52 -3.25 22.38
O -18.06 -0.96 22.45
H -20.53 -3.36 21.63
H -19.46 -2.60 20.41
H -20.46 -1.63 21.29
H -19.22 -2.42 23.42
H -16.97 -3.15 23.31
H -16.81 -3.04 21.58
H -17.92 -4.25 22.26
H -17.22 -1.01 22.00
C -13.05 -6.97 13.46
C -14.03 -8.13 13.93
C -15.33 -7.57 14.43
O -14.34 -9.04 12.80
H -13.44 -6.17 12.83
H -12.20 -7.36 12.89
H -12.53 -6.52 14.31
H -13.64 -8.72 14.76
H -16.01 -8.24 14.97
H -15.79 -7.10 13.56
H -15.13 -6.73 15.08
H -15.21 -9.40 12.95
C -15.30 -3.46 12.63
C -15.04 -2.11 11.91
C -13.95 -1.18 12.42
O -14.65 -2.52 10.53
H -16.22 -3.89 12.24
H -15.37 -3.18 13.68
H -14.46 -4.13 12.44
H -15.95 -1.52 11.86
H -14.18 -0.89 13.44
H -13.99 -0.28 11.81
H -12.96 -1.62 12.27
H -15.25 -3.22 10.28
C -15.98 -10.50 19.00
C -16.37 -10.23 17.52
C -15.91 -11.27 16.53
O -17.82 -10.16 17.50
H -15.00 -10.16 19.32
H -16.02 -11.55 19.28
H -16.74 -10.22 19.73
H -16.12 -9.21 17.21
H -15.63 -10.79 15.59
H -16.61 -12.09 16.36
H -14.98 -11.79 16.77
H -18.07 -9.42 18.06
C -17.34 -11.07 22.47
C -18.45 -9.98 22.22
C -19.85 -10.51 22.00
O -18.39 -8.99 23.16
H -17.28 -11.95 21.83
H -17.42 -11.49 23.47
H -16.46 -10.44 22.31
H -18.22 -9.50 21.27
H -20.58 -9.71 22.10
H -20.09 -11.06 22.91
H -19.99 -11.13 21.11
H -18.89 -8.23 22.86
C -18.54 -1.24 17.51
C -18.10 -2.44 16.76
C -17.35 -2.15 15.47
O -17.18 -3.22 17.56
H -19.16 -1.53 18.36
H -19.23 -0.65 16.92
H -17.68 -0.67 17.85
H -18.92 -3.13 16.58
H -16.41 -1.62 15.59
H -18.01 -1.49 14.91
H -17.27 -3.05 14.86
H -16.32 -2.82 17.44